(1)
Computed, not measured: a 2-piece molecular cluster, C5H14O3 overall at a distorted geometry, with ωB97M-V/def2-TZVPD.

The geometry in XYZ format:
```
22
Properties=species:S:1:pos:R:3:forces:R:3:nbo_charge:R:1
C -1.362 -1.022 1.423 -0.075 -0.072 0.004 -0.048
O -2.695 -1.271 1.010 -0.293 -0.170 0.046 -0.732
C -0.341 -1.209 0.293 -0.404 -0.445 1.322 -0.423
C 0.987 -0.516 0.583 0.031 -0.212 -0.860 -0.414
C 1.830 -0.429 -0.699 -0.094 0.311 -0.904 -0.422
C 1.978 0.999 -1.223 0.378 0.235 0.842 -0.059
O 2.511 1.887 -0.222 -0.389 -0.066 -0.328 -0.728
H -1.273 -0.044 1.891 0.009 0.476 -0.151 0.146
H -1.204 -1.725 2.242 0.206 -0.153 -0.070 0.172
H -2.912 -0.735 0.241 0.267 0.074 -0.090 0.473
H -0.798 -0.845 -0.618 0.039 0.233 -0.304 0.208
H -0.228 -2.294 0.213 0.256 0.055 -0.415 0.201
H 1.546 -1.035 1.359 -0.087 0.003 0.182 0.206
H 0.796 0.502 0.916 0.021 0.063 0.222 0.217
H 2.819 -0.887 -0.655 0.111 0.031 0.438 0.197
H 1.347 -0.960 -1.529 -0.106 -0.194 0.188 0.205
H 1.023 1.429 -1.512 -0.185 -0.038 0.092 0.176
H 2.629 1.029 -2.088 0.110 -0.120 -0.383 0.162
H 3.406 1.604 -0.039 0.262 -0.049 0.106 0.459
H -2.538 1.714 -1.646 -0.086 0.206 -0.293 0.479
H -2.968 1.543 -0.197 -0.376 0.392 0.470 0.476
O -2.413 1.169 -0.872 0.405 -0.560 -0.115 -0.951
```
Positions in Å, forces in eV/Å.

Properties
Total charge: 0
SMILES: OCCCCCO.O
Frontier orbital gap in eV: 10.3096
HOMO in Ha: -0.3608

(2)
Computed, not measured: C33H28GeN2O6PdS as an isolated structure, with ωB97M-V/def2-TZVPD.

The geometry in XYZ format:
```
72
Properties=species:S:1:pos:R:3:forces:R:3:mulliken_spin:R:1
Pd -0.056 0.263 -0.333 -0.568 0.247 -0.182 0.662
C -2.990 5.594 2.953 0.017 -0.027 -0.026 0.000
C -2.915 4.219 2.343 0.000 0.037 -0.010 0.000
C -2.301 4.019 1.108 -0.003 0.020 0.018 -0.001
C -2.249 2.762 0.534 -0.040 0.010 -0.003 -0.012
C -2.812 1.679 1.195 -0.086 0.071 0.078 0.006
C -3.441 1.861 2.416 0.097 0.068 0.035 0.001
C -3.483 3.126 2.985 -0.017 -0.034 0.020 0.000
S -2.707 0.042 0.503 -0.014 -0.237 -0.107 -0.004
O -3.902 -0.620 0.954 -0.127 -0.070 -0.045 0.012
O -2.493 0.252 -0.928 -0.109 0.120 0.256 0.014
N -1.382 -0.693 0.991 -0.153 -0.406 0.478 0.140
C -1.074 -0.638 2.413 -0.100 0.045 -0.432 -0.008
C -0.374 0.664 2.749 0.245 0.506 0.213 0.019
O -0.273 1.033 3.913 -0.066 -0.039 -0.138 0.010
O 0.108 1.319 1.735 0.229 -0.184 -0.222 0.036
H -2.205 6.242 2.562 0.000 -0.013 0.010 0.000
H -2.887 5.548 4.038 0.002 -0.001 -0.002 0.000
H -3.950 6.066 2.730 -0.001 -0.003 0.008 0.000
H -1.845 4.860 0.596 -0.027 -0.004 -0.007 0.000
H -1.775 2.616 -0.428 0.012 -0.030 0.001 0.006
H -3.885 1.011 2.918 -0.016 0.013 -0.010 0.000
H -3.954 3.261 3.952 -0.004 -0.003 -0.011 0.000
H -0.372 -1.441 2.651 -0.097 -0.076 0.024 0.003
H -1.955 -0.747 3.047 0.001 -0.075 0.031 0.001
O -1.170 -1.321 -3.958 0.017 -0.023 -0.039 0.011
C -0.607 -0.765 -3.023 0.045 -0.046 0.020 0.012
O -0.290 -1.244 -1.891 0.140 -0.127 0.020 0.094
C -0.105 0.660 -3.263 0.014 0.190 -0.060 -0.014
C 0.004 1.140 -4.561 -0.058 -0.012 0.041 0.001
C 0.620 2.356 -4.779 0.016 0.045 -0.035 -0.001
C 1.089 3.077 -3.689 -0.036 0.027 -0.028 0.001
C 0.902 2.559 -2.424 -0.246 -0.024 0.000 -0.005
N 0.311 1.377 -2.213 0.696 -0.126 -0.021 0.051
H -0.388 0.523 -5.356 0.024 -0.018 -0.005 0.001
H 0.744 2.737 -5.785 -0.003 0.006 0.008 0.000
H 1.592 4.027 -3.808 -0.015 0.006 0.001 0.000
H 1.220 3.100 -1.547 0.085 0.014 0.115 0.001
C 4.963 -2.563 -2.207 -0.021 0.010 -0.031 0.000
C 5.382 -2.125 -0.959 0.020 0.009 0.036 0.000
C 4.544 -1.337 -0.182 -0.014 0.019 -0.047 -0.009
C 3.281 -0.965 -0.648 -0.171 -0.205 -0.250 -0.023
C 2.863 -1.426 -1.897 0.195 0.003 0.003 -0.005
C 3.702 -2.218 -2.673 0.006 0.034 0.050 0.001
Ge 2.164 0.162 0.496 0.027 0.334 0.266 0.037
C 2.480 -0.484 2.295 -0.157 -0.240 0.087 -0.015
C 2.657 0.402 3.355 0.072 -0.049 0.023 -0.002
C 2.909 -0.076 4.633 0.039 -0.046 0.002 0.001
C 2.972 -1.443 4.867 -0.013 0.040 -0.015 -0.002
C 2.782 -2.336 3.821 -0.012 0.015 -0.022 0.001
C 2.536 -1.856 2.542 0.065 -0.015 0.058 -0.005
C 2.847 2.000 0.403 -0.105 0.125 -0.019 -0.013
C 4.147 2.209 -0.056 -0.025 0.022 -0.101 0.000
C 4.690 3.488 -0.111 0.002 -0.001 0.001 -0.001
C 3.939 4.578 0.300 -0.023 0.008 0.004 0.000
C 2.645 4.384 0.769 0.069 -0.061 -0.053 -0.002
C 2.098 3.107 0.818 0.173 0.164 0.050 -0.014
H 5.616 -3.179 -2.813 -0.007 -0.015 0.007 0.000
H 6.357 -2.408 -0.582 0.009 0.014 -0.009 0.000
H 4.875 -1.013 0.799 0.002 -0.022 0.005 0.000
H 1.866 -1.198 -2.251 0.022 -0.008 0.046 0.009
H 3.360 -2.576 -3.636 -0.003 0.004 -0.002 0.000
H 2.579 1.468 3.187 -0.034 -0.001 -0.001 0.000
H 3.039 0.621 5.452 -0.024 0.004 0.002 0.000
H 3.155 -1.813 5.869 0.011 0.003 0.001 0.000
H 2.822 -3.403 4.003 -0.011 0.003 -0.006 0.000
H 2.393 -2.558 1.727 -0.004 0.005 -0.001 0.001
H 4.745 1.366 -0.386 0.002 0.023 -0.025 0.000
H 5.700 3.630 -0.477 0.005 -0.007 0.004 0.000
H 4.361 5.575 0.260 0.003 0.002 0.005 0.000
H 2.060 5.231 1.110 -0.013 -0.005 -0.020 0.000
H 1.099 2.963 1.209 0.060 -0.008 -0.044 0.006
```
Positions in Å, forces in eV/Å.

Properties
Total charge: -1
Spin multiplicity: 2
Frontier orbital gap (spin up / spin down) in eV: 6.7991 / 7.6179
HOMO (spin up / spin down) in Ha: -0.1817 / -0.2029

So what do the calculations give for DFT total energy? Going down the list: -11553.9795; -120773.9467 eV.